The ion CH3O2S with charge -1 at a distorted geometry, computed with the ωB97M-V functional and the def2-TZVPD basis.

Atoms and positions in Å:
C -0.1923 -0.0364 -0.0925
O -2.5349 -1.3137 0.2829
O -2.5183 1.2818 0.3836
S -2.0609 0.1367 -0.4123
H 0.0373 -0.7203 -0.8017
H -0.2269 -0.5388 0.9187
H 0.4332 1.0050 -0.0253

The calculation puts the max |F| at 5.4 eV/Å. The HOMO energy comes out at -3.04 eV. As for the total energy: -16015.5411 eV. The value obtained for the LUMO energy is 4.31 eV. Its spin multiplicity is 1. The total charge is -1.